[1]
{
  "formula": "C24H33BrO2S4SbW",
  "method": "the ωB97M-V functional and the def2-TZVPD basis",
  "spin_multiplicity": 3,
  "s2": 2.02,
  "charge": -1,
  "gap_ev": [6.379, 6.746],
  "elements": ["W", "C", "C", "C", "C", "C", "C", "C", "C", "C", "C", "C", "C", "C", "C", "C", "C", "C", "H", "H", "H", "H", "H", "H", "H", "H", "H", "H", "H", "H", "H", "H", "H", "H", "H", "H", "H", "H", "H", "H", "H", "H", "H", "H", "H", "H", "H", "S", "Sb", "S", "S", "S", "Br", "C", "C", "C", "C", "C", "C", "C", "O", "O", "H", "H", "H", "H"],
  "xyz": [[0.882, -0.799, -0.672], [0.547, 1.453, -0.763], [-0.617, 0.872, -0.155], [-1.219, 0.030, -1.177], [-0.407, 0.186, -2.351], [0.664, 1.064, -2.117], [1.620, 1.609, -3.158], [0.857, 2.670, -3.961], [2.100, 0.516, -4.113], [2.828, 2.255, -2.476], [-2.483, -0.851, -1.217], [-3.736, -0.025, -0.904], [-2.663, -1.399, -2.638], [-2.408, -2.074, -0.288], [-1.095, 1.422, 1.197], [-2.036, 2.606, 0.924], [0.108, 1.974, 1.983], [-1.781, 0.397, 2.102], [1.196, 2.156, -0.275], [-0.621, -0.254, -3.304], [0.003, 2.225, -4.478], [1.514, 3.122, -4.711], [0.483, 3.463, -3.306], [1.263, -0.015, -4.573], [2.712, -0.220, -3.593], [2.698, 0.966, -4.911], [2.543, 3.147, -1.911], [3.562, 2.554, -3.229], [3.309, 1.551, -1.792], [-3.771, 0.878, -1.520], [-3.791, 0.271, 0.140], [-4.627, -0.621, -1.124], [-2.797, -0.598, -3.369], [-3.559, -2.022, -2.658], [-1.817, -2.017, -2.945], [-2.394, -1.808, 0.763], [-1.512, -2.660, -0.491], [-3.280, -2.713, -0.464], [-1.528, 3.359, 0.314], [-2.326, 3.072, 1.871], [-2.941, 2.306, 0.399], [0.487, 2.902, 1.543], [0.922, 1.250, 2.027], [-0.210, 2.206, 3.002], [-2.748, 0.080, 1.720], [-1.953, 0.843, 3.085], [-1.151, -0.483, 2.238], [4.821, -5.121, -0.572], [2.830, -4.246, 0.035], [0.760, -2.637, -2.290], [2.661, -2.126, -1.642], [3.471, -2.526, 1.659], [-1.442, -3.054, 5.571], [0.003, -2.020, 4.881], [0.656, -1.140, 5.724], [1.690, -0.370, 5.197], [2.053, -0.493, 3.867], [1.393, -1.397, 3.040], [0.353, -2.163, 3.548], [1.803, -1.547, 1.586], [0.838, -2.204, 0.833], [2.013, -0.329, 0.950], [0.368, -1.059, 6.763], [2.211, 0.331, 5.839], [2.854, 0.109, 3.451], [-0.166, -2.852, 2.896]],
  "mulliken_spin": [1.728, -0.003, 0.019, 0.226, -0.119, 0.121, -0.051, 0.006, 0.012, 0.002, -0.081, 0.002, 0.004, 0.058, -0.023, 0.011, -0.010, 0.042, 0.008, -0.002, 0.000, 0.000, 0.000, 0.001, -0.007, 0.000, 0.002, 0.001, -0.006, 0.000, 0.000, 0.001, -0.001, 0.000, 0.000, -0.001, -0.020, -0.001, 0.000, 0.000, -0.002, 0.000, 0.006, 0.001, 0.003, 0.000, -0.014, 0.029, 0.027, -0.010, -0.026, 0.022, 0.000, -0.002, 0.001, -0.002, 0.003, -0.009, -0.002, 0.023, 0.038, -0.004, 0.000, 0.000, 0.000, 0.000]
}

[2]
{
  "formula": "C4H8O2",
  "method": "the ωB97M-V functional and the def2-TZVPD basis",
  "smiles": "O[C@H]1CCOC1",
  "gap_ev": 10.656,
  "elements": ["O", "C", "C", "C", "O", "C", "H", "H", "H", "H", "H", "H", "H", "H"],
  "xyz": [[-1.705, -0.204, -0.887], [-0.407, -0.683, -0.587], [0.676, 0.370, -0.838], [0.640, 1.159, 0.469], [0.329, 0.214, 1.485], [-0.211, -0.968, 0.904], [-1.903, 0.527, -0.286], [-0.279, -1.580, -1.198], [0.457, 0.971, -1.724], [1.653, -0.110, -0.965], [-0.131, 1.947, 0.439], [1.592, 1.639, 0.717], [0.483, -1.804, 1.066], [-1.166, -1.213, 1.382]],
  "nbo_charge": [-0.708, 0.066, -0.461, -0.073, -0.535, -0.101, 0.462, 0.192, 0.229, 0.212, 0.156, 0.192, 0.178, 0.191]
}

[3]
{
  "formula": "C6H12O",
  "method": "the ωB97M-V functional and the def2-TZVPD basis",
  "smiles": "C=CCOCCC",
  "gap_ev": 10.649,
  "elements": ["C", "C", "C", "O", "C", "C", "C", "H", "H", "H", "H", "H", "H", "H", "H", "H", "H", "H", "H"],
  "xyz": [[-2.168, 0.849, -1.492], [-2.409, 0.003, -0.487], [-1.507, -1.076, 0.079], [-0.145, -0.910, -0.164], [0.296, 0.291, 0.435], [1.681, 0.605, -0.148], [2.795, -0.330, 0.361], [-1.185, 1.193, -1.813], [-3.005, 1.185, -2.094], [-3.433, -0.101, -0.131], [-1.692, -1.261, 1.151], [-1.814, -1.977, -0.469], [0.364, 0.177, 1.530], [-0.544, 1.017, 0.303], [1.951, 1.642, 0.084], [1.639, 0.523, -1.243], [2.884, -0.290, 1.453], [2.620, -1.375, 0.082], [3.770, -0.042, -0.053]],
  "nbo_charge": [-0.409, -0.213, -0.104, -0.533, -0.077, -0.417, -0.606, 0.199, 0.203, 0.201, 0.170, 0.209, 0.156, 0.188, 0.203, 0.208, 0.199, 0.214, 0.208]
}

[4]
{
  "formula": "C27H45N6O4STi",
  "method": "the ωB97M-V functional and the def2-TZVPD basis",
  "charge": 1,
  "gap_ev": 7.775,
  "elements": ["Ti", "C", "C", "C", "C", "C", "C", "N", "C", "C", "N", "C", "C", "O", "O", "C", "C", "C", "C", "C", "C", "N", "C", "C", "N", "C", "C", "O", "O", "H", "H", "H", "H", "H", "H", "H", "H", "H", "H", "H", "H", "H", "H", "H", "H", "H", "H", "H", "H", "H", "H", "H", "H", "H", "H", "H", "H", "H", "H", "H", "H", "H", "H", "H", "H", "H", "H", "H", "N", "C", "N", "C", "C", "C", "C", "C", "C", "S", "H", "H", "H", "H", "H", "H"],
  "xyz": [[-0.941, 0.597, -0.594], [1.865, -3.837, 1.121], [1.576, -2.374, 0.738], [2.750, -1.939, -0.162], [2.836, -0.556, -0.851], [2.100, -0.572, -2.198], [4.327, -0.283, -1.142], [2.263, 0.542, -0.068], [2.803, 0.979, 1.199], [1.840, 0.848, 2.418], [0.462, 1.254, 2.213], [0.299, 2.688, 2.084], [-0.881, 3.053, 1.140], [-1.524, 4.062, 1.319], [-1.052, 2.230, 0.160], [-0.486, 0.582, 3.130], [-0.055, 0.681, 4.606], [-1.939, 1.076, 3.020], [-2.940, 0.348, 2.067], [-3.828, 1.396, 1.370], [-3.871, -0.509, 2.946], [-2.283, -0.423, 0.967], [-2.183, -1.893, 1.066], [-0.776, -2.487, 1.272], [0.207, -2.177, 0.236], [-0.113, -2.872, -0.997], [-1.203, -2.117, -1.791], [-1.891, -2.701, -2.598], [-1.285, -0.862, -1.524], [2.863, -3.920, 1.542], [1.807, -4.481, 0.248], [1.158, -4.199, 1.860], [1.623, -1.770, 1.646], [2.892, -2.686, -0.945], [3.619, -2.027, 0.494], [2.367, -1.459, -2.769], [2.385, 0.293, -2.796], [1.018, -0.549, -2.053], [4.724, -1.054, -1.795], [4.920, -0.279, -0.233], [4.450, 0.680, -1.631], [0.324, 0.190, 0.222], [2.100, 1.336, -0.682], [3.119, 2.023, 1.118], [3.684, 0.398, 1.481], [2.312, 1.431, 3.221], [1.828, -0.195, 2.726], [1.203, 3.115, 1.637], [0.129, 3.182, 3.048], [-0.457, -0.474, 2.858], [-0.153, 1.697, 4.976], [0.974, 0.364, 4.750], [-0.681, 0.035, 5.217], [-1.951, 2.135, 2.780], [-2.367, 1.003, 4.022], [-4.250, 2.089, 2.094], [-4.660, 0.912, 0.856], [-3.259, 1.988, 0.647], [-4.459, 0.161, 3.571], [-3.316, -1.169, 3.612], [-4.571, -1.094, 2.351], [-2.854, -0.243, 0.136], [-2.608, -2.342, 0.159], [-2.777, -2.266, 1.905], [-0.938, -3.577, 1.339], [-0.383, -2.166, 2.240], [-0.484, -3.896, -0.832], [0.772, -2.928, -1.631], [1.063, 3.127, -1.448], [0.483, 2.592, -2.569], [-0.337, 1.574, -2.565], [-0.656, 1.205, -3.870], [-1.492, 0.174, -4.292], [-1.654, -0.060, -5.644], [-1.020, 0.724, -6.600], [-0.205, 1.768, -6.213], [-0.030, 1.986, -4.860], [0.958, 3.217, -4.128], [0.452, 3.039, -0.641], [1.425, 4.062, -1.587], [-2.005, -0.446, -3.573], [-2.290, -0.871, -5.962], [-1.159, 0.518, -7.649], [0.287, 2.397, -6.936]],
  "mulliken_charge": [-0.101, -1.799, 1.167, -2.553, 1.650, -1.565, -1.894, 0.272, -1.549, -1.192, 1.429, -0.498, 0.145, -0.645, 0.129, 0.722, -1.749, -1.471, 1.606, -2.078, -2.276, -0.313, -1.438, -1.537, 1.557, -0.720, -0.027, -0.613, -0.001, 0.496, 0.379, 0.390, -0.474, 0.588, 0.454, 0.537, 0.419, 0.284, 0.470, 0.403, 0.422, 1.461, 0.100, 0.523, 0.429, 0.472, 0.677, 0.567, 0.215, -0.943, 0.374, 0.410, 0.510, 0.201, 0.619, 0.446, 0.551, 0.324, 0.512, 0.550, 0.442, 0.895, 0.412, 0.615, 0.377, 1.022, 0.536, 0.511, -0.303, -0.146, 0.225, -0.601, -0.228, -0.973, -0.553, -0.607, 0.957, -0.241, -0.134, 0.323, 0.159, 0.465, 0.407, 0.419]
}

[5]
{
  "formula": "C6H8O2",
  "method": "the ωB97M-V functional and the def2-TZVPD basis",
  "smiles": "C=C(O)[C@]1(C)OC1=C",
  "gap_ev": 9.572,
  "elements": ["C", "C", "O", "C", "C", "O", "C", "C", "H", "H", "H", "H", "H", "H", "H", "H"],
  "xyz": [[-1.360, -1.565, -0.667], [-1.058, -0.417, -0.071], [-1.831, 0.233, 0.846], [0.205, 0.370, -0.447], [0.048, 1.876, -0.476], [1.101, -0.254, -1.310], [1.309, -0.256, 0.232], [2.147, -0.654, 1.142], [-0.649, -2.016, -1.335], [-2.279, -2.091, -0.456], [-2.662, -0.246, 0.956], [-0.382, 2.229, 0.458], [1.023, 2.335, -0.627], [-0.609, 2.142, -1.302], [3.135, -0.995, 0.875], [1.863, -0.690, 2.181]],
  "nbo_charge": [-0.538, 0.316, -0.685, 0.135, -0.624, -0.490, 0.324, -0.496, 0.232, 0.195, 0.486, 0.236, 0.225, 0.223, 0.228, 0.233]
}

[6]
{
  "formula": "C30H39N2O2",
  "method": "the ωB97M-V functional and the def2-TZVPD basis",
  "charge": 1,
  "gap_ev": 7.333,
  "elements": ["C", "H", "H", "H", "C", "C", "C", "C", "C", "C", "C", "H", "H", "O", "C", "H", "H", "C", "C", "N", "H", "C", "C", "C", "N", "H", "C", "C", "H", "H", "H", "H", "C", "C", "C", "C", "C", "C", "C", "H", "H", "H", "H", "H", "H", "H", "H", "H", "H", "H", "H", "H", "H", "O", "H", "H", "H", "H", "C", "C", "C", "C", "C", "C", "H", "H", "H", "H", "H", "C", "H", "H", "H"],
  "xyz": [[-4.687, 0.577, 1.259], [-5.240, -0.284, 1.103], [-5.443, 1.322, 1.846], [-4.658, 1.007, 0.151], [-3.289, 0.353, 1.590], [-2.452, -0.660, 0.896], [-1.964, -1.973, 1.312], [-1.552, -2.736, 0.281], [-1.210, -2.302, -0.961], [-1.494, -0.908, -1.287], [-2.362, -0.230, -0.240], [-2.639, 0.725, -0.700], [-1.216, -0.573, -2.450], [-0.502, -2.923, -1.766], [-0.403, -4.350, -1.879], [-1.139, -4.842, -1.237], [-0.110, -4.614, -2.854], [0.982, -4.910, -0.972], [1.954, -3.825, -1.074], [1.873, -2.807, -0.102], [1.376, -3.173, 0.554], [3.020, -2.080, 0.251], [3.256, -1.086, -1.032], [2.176, -0.256, -1.278], [1.544, 0.662, -0.392], [2.647, 1.296, -0.083], [1.650, -0.104, 0.795], [2.519, -1.017, 1.320], [2.504, -1.704, 2.198], [3.622, -0.408, 1.550], [1.149, 0.537, 1.754], [0.571, -0.764, 0.547], [0.730, 1.707, -0.558], [1.334, 2.675, -1.695], [0.835, 2.648, -2.948], [1.096, 3.628, -3.680], [2.078, 4.567, -3.578], [2.785, 4.567, -1.907], [2.155, 3.618, -1.183], [2.490, 3.549, -0.051], [3.522, 5.393, -1.741], [2.634, 5.130, -3.920], [0.933, 3.499, -4.842], [0.174, 1.909, -3.273], [-0.196, 1.019, -0.995], [0.504, 2.341, 0.291], [1.351, -0.740, -1.640], [2.422, 0.578, -2.371], [3.394, -1.674, -2.044], [4.189, -0.602, -0.865], [3.823, -2.542, 0.304], [2.937, -4.442, -0.808], [2.077, -3.408, -2.161], [0.653, -5.055, 0.375], [1.274, -5.624, 0.789], [1.204, -5.783, -1.268], [-1.169, -3.721, 0.587], [-2.387, -2.381, 2.264], [-2.607, 1.621, 2.005], [-2.837, 2.997, 1.756], [-2.203, 4.040, 1.525], [-0.881, 3.937, 2.244], [-0.509, 2.698, 2.546], [-1.156, 1.380, 2.533], [-0.769, 0.601, 2.770], [0.597, 2.624, 3.032], [-0.209, 4.785, 2.261], [-2.623, 4.978, 1.486], [-3.874, 2.821, 1.119], [-3.390, -0.192, 3.597], [-4.229, -1.089, 3.357], [-4.009, 0.566, 3.903], [-2.626, -0.571, 3.685]],
  "nbo_charge": [-0.664, 0.228, 0.250, 0.205, 0.018, -0.162, -0.165, -0.303, 0.322, -0.317, -0.123, 0.215, 0.235, -0.490, -0.096, 0.216, 0.212, 0.093, -0.222, -0.660, 0.377, 0.012, -0.459, -0.202, -0.363, 0.386, -0.287, -0.436, 0.297, 0.193, 0.268, 0.245, -0.267, -0.019, -0.224, -0.235, -0.024, -0.172, -0.288, 0.203, 0.243, 0.149, 0.221, 0.226, 0.245, 0.296, 0.228, 0.218, 0.258, 0.223, 0.171, 0.148, 0.198, -0.734, 0.484, 0.171, 0.240, 0.242, 0.046, -0.237, -0.200, -0.232, -0.260, -0.183, 0.155, 0.189, 0.223, 0.229, 0.187, -0.466, 0.172, 0.223, 0.126]
}

The calculation returns the following DFT total energy values, one per record and in order: -151271.217 -8372.067 -8462.472 -79806.755 -10443.362 -38783.706 eV.
The calculation returns the following ΔE to the lowest compared entry with this formula, charge and spin values, one per record and in order: 67.4 117.2 181.6 60.0 324.6 2835.0 kJ/mol.